Formula: C3H4INO
Source: the Open Molecules 2025 dataset
Level of theory: ωB97M-V/def2-TZVPD

Cartesian coordinates (Å):
C 0.230 -1.249 -0.929
C 0.526 0.454 0.695
C -1.457 -0.649 0.361
N -0.949 -1.492 -0.646
O 1.047 -0.359 -0.372
I -1.838 -1.657 2.156
H 0.768 -1.727 -1.796
H 0.259 1.502 0.423
H 0.912 0.419 1.742
H -2.169 0.159 0.094

Gap between HOMO and LUMO (eV): 8.89
HOMO level (eV): -8.4
2S+1: 1
ΔE to the lowest compared entry with this formula, charge and spin (kJ/mol): 264.53